No. 1
The following is a quantum chemistry calculation of a structure of composition C16H24F12FeO8 at a distorted geometry, from the Open Molecules 2025 dataset.

* multiplicity: 5
* E: -3687.940482 a.u.
* LUMO (alpha / beta): 4.44 / 4.44 eV
* net charge: -2
* ⟨S²⟩: 6.01

CARTESIAN COORDINATES (ANGSTROEM)
C: 4.979 -0.170 -1.205
C: 2.287 2.683 -2.311
C: -3.705 0.144 -2.011
H: -4.962 -0.062 -0.181
F: 2.084 4.520 0.265
F: 1.183 -3.658 1.147
C: 0.421 -3.782 0.101
H: -4.661 1.560 -0.740
C: 3.044 -0.789 1.230
F: 4.876 1.104 -0.931
H: -0.047 3.305 -0.860
H: 2.212 1.064 -3.765
C: -3.533 1.115 1.668
H: 3.208 2.433 -4.259
F: 2.871 2.672 0.374
O: -0.414 -1.379 -0.660
H: -1.467 -2.552 3.186
F: -4.711 3.289 0.997
C: -1.695 -3.028 2.232
F: 1.366 3.256 1.777
C: -3.640 2.708 1.627
H: -3.878 -3.335 2.844
O: 2.736 -0.580 -0.124
O: -1.023 -2.229 1.219
F: 5.867 -0.877 -0.531
H: -3.444 -0.914 -2.044
H: -3.437 -3.947 1.271
H: -1.517 -3.139 -0.600
H: -4.530 0.711 1.847
H: -4.467 0.377 -2.755
H: 3.201 -1.849 1.431
O: 0.069 1.395 -0.067
C: -0.710 -2.638 -0.066
C: 3.650 -1.097 -1.152
F: -0.078 -5.002 0.047
C: 2.301 2.150 -3.725
O: -3.130 0.531 0.419
H: -1.379 -4.068 2.315
H: 3.920 -2.111 -0.859
F: -3.548 3.216 2.819
H: 1.337 0.512 2.059
Fe: -1.204 -0.132 1.029
C: -4.190 0.587 -0.595
H: 1.418 2.442 -4.293
F: 1.258 -3.734 -0.960
C: 1.768 -0.489 2.078
O: 2.737 -1.064 -2.250
C: 0.684 2.585 -0.493
O: 1.287 1.990 -1.639
F: -2.644 3.182 0.922
H: 3.932 -0.240 1.544
H: 2.209 -0.674 3.058
O: -2.572 0.441 2.542
H: -3.722 -2.266 1.591
H: 0.933 -1.166 1.901
H: -2.843 0.786 -2.192
H: 3.267 2.511 -1.866
F: 5.419 -0.187 -2.454
H: 2.087 3.749 -2.421
C: 1.768 3.293 0.481
C: -3.229 -3.154 1.988

Atomic partial charges in e from the Mulliken method, atoms 1 to 4: number 1, C, carries 0.538; number 2, C, carries 0.037; number 3, C, carries -1.086; number 4, H, carries 0.387


No. 2
The following is a quantum chemistry calculation of an isolated molecule of C8H7N3 at a distorted geometry, from the Open Molecules 2025 dataset.

* energy relative to the best compared isomer or geometry (same formula, charge and spin): 299.0 kJ/mol
* E: -473.215202 a.u.
* LUMO: 0.60 eV
* net charge: 0
* SMILES: c1ccc(-c2ncc[nH]2)nc1

CARTESIAN COORDINATES (ANGSTROEM)
C: 2.468 0.819 -0.825
H: 3.079 1.521 -0.694
H: -2.217 -0.889 -0.393
C: 0.391 0.102 -0.094
C: 1.797 -1.448 -1.181
C: -2.285 1.342 1.842
N: -0.974 1.391 1.513
H: -2.517 2.261 2.619
H: -4.117 0.107 1.000
C: 2.763 -0.518 -1.285
N: 1.339 1.114 -0.234
C: -0.864 0.484 0.570
N: -2.023 -0.106 0.356
C: 0.530 -1.125 -0.556
H: 3.815 -0.914 -1.879
H: -0.125 -2.008 -0.476
C: -2.982 0.523 1.100
H: 1.921 -2.657 -1.382

Atomic partial charges in e from the Mulliken method, atoms 1 to 4: number 1, C, carries -0.296; number 2, H, carries 0.592; number 3, H, carries 0.301; number 4, C, carries 0.619


No. 3
The following is a quantum chemistry calculation of a structure of composition C37H41N2P2STc at a distorted geometry, from the Open Molecules 2025 dataset.

* energy relative to the best compared isomer or geometry (same formula, charge and spin): 118.4 kJ/mol
* multiplicity: 4
* E: -2704.675971 a.u.
* LUMO (alpha / beta): -11.79 / -11.48 eV
* net charge: +3
* ⟨S²⟩: 3.91

CARTESIAN COORDINATES (ANGSTROEM)
C: -1.850 2.043 4.384
C: 0.968 -1.273 4.205
C: 2.839 -1.807 -1.651
H: 5.566 3.856 1.080
H: -4.561 -0.860 0.760
H: 1.174 -0.675 5.080
N: -3.633 -1.433 -1.048
C: 4.159 -2.069 -1.971
H: -2.061 2.293 5.412
C: -4.648 -0.679 -0.312
P: -1.028 1.016 -0.026
C: 0.464 -3.415 3.224
H: 6.212 4.429 -0.483
P: 0.799 -0.956 0.083
C: -0.630 2.468 2.354
C: -1.720 3.682 -0.677
C: -1.422 -2.951 -1.505
H: 3.275 -0.694 1.529
C: -2.630 -3.637 -1.278
H: -1.090 1.128 -2.821
C: 5.159 -1.810 -1.047
H: 2.957 3.635 -1.921
H: -1.804 3.895 0.378
H: 5.915 5.581 0.836
H: 5.627 -1.075 0.909
C: 3.521 -1.063 0.544
H: -5.652 -0.987 -0.621
C: -0.884 2.752 3.685
H: -4.752 -1.216 -2.840
H: -4.708 -3.196 -1.541
H: 1.087 1.967 -1.710
H: -3.077 -1.744 -3.061
C: -1.890 4.421 -2.962
C: -0.354 -3.628 -2.069
H: 2.675 2.393 0.857
H: 0.122 3.024 1.817
H: 1.498 3.494 0.130
C: -2.684 -5.012 -1.477
C: -1.323 2.136 -2.494
C: 1.621 1.573 -0.841
C: 3.355 3.397 -0.934
H: 1.176 0.377 2.846
H: 0.275 -4.472 3.326
H: -4.168 -3.122 0.136
C: 0.449 -2.829 1.973
C: -1.966 4.684 -1.602
H: 0.415 -5.511 -2.733
H: -3.609 -5.534 -1.281
H: -2.231 5.673 -1.261
C: -1.570 3.143 -3.407
H: -0.321 3.529 4.179
C: -1.342 1.454 1.712
C: 4.841 -1.290 0.199
H: 0.264 -3.433 1.090
H: 4.403 -2.474 -2.939
C: 2.514 -1.321 -0.389
H: 6.187 -2.016 -1.294
N: 0.702 0.790 -0.011
C: -3.727 -1.090 -2.479
C: -1.377 2.407 -1.122
C: 0.724 -2.632 4.341
H: 0.751 -3.081 5.319
H: -2.099 5.203 -3.676
H: -2.799 -0.115 1.959
Tc: -1.608 -1.319 -0.264
H: 2.068 -1.970 -2.386
C: 0.974 -0.679 2.952
C: 5.561 4.669 0.357
H: -1.670 -6.744 -2.181
C: -0.431 -4.991 -2.311
C: -2.270 0.708 2.437
H: 0.546 -3.091 -2.318
H: -4.540 0.387 -0.513
H: -3.266 0.436 4.309
C: 2.261 2.746 -0.086
C: -1.591 -5.685 -1.989
H: -1.528 2.926 -4.463
C: -2.532 1.007 3.762
S: 3.891 4.993 -0.219
C: -3.879 -2.882 -0.896
H: 2.410 0.908 -1.199
H: -3.429 -0.052 -2.638
H: 4.220 2.749 -1.046
C: 0.727 -1.464 1.831

Atomic partial charges in e from the Mulliken method, atoms 1 to 4: number 1, C, carries -0.817; number 2, C, carries -0.903; number 3, C, carries 0.422; number 4, H, carries 0.258


No. 4
The following is a quantum chemistry calculation of a structure of composition C21H52BrCaFKNO18P2S2 at a distorted geometry, from the Open Molecules 2025 dataset.

* E: -7670.117726 a.u.
* LUMO: -3.39 eV
* net charge: 0

CARTESIAN COORDINATES (ANGSTROEM)
O: -0.731 -7.795 2.498
H: -3.551 -0.008 -5.099
O: 4.459 1.549 0.441
C: 0.980 2.577 1.599
H: -4.085 -1.041 -1.459
P: -2.829 1.508 3.146
C: -0.420 -9.182 2.347
C: -0.190 -2.195 -4.678
H: 0.023 -4.678 -0.494
N: -2.292 -1.032 -3.712
H: 1.953 1.886 -0.152
H: 4.084 -0.474 2.267
H: 3.559 1.871 2.283
H: -4.701 1.176 4.145
H: 0.521 -1.385 -4.804
H: -0.273 1.060 0.771
H: 4.118 3.776 -2.797
C: -2.504 1.872 1.304
C: 1.095 7.077 -0.252
O: -4.480 1.409 3.195
H: -2.322 0.969 0.723
O: 3.505 0.075 -0.816
C: -3.076 -1.417 -1.309
Br: 1.000 1.153 2.946
H: 0.502 -0.155 -3.299
O: 1.595 -2.276 1.970
H: 1.421 -10.140 1.707
O: 1.402 -8.084 1.402
H: 2.271 8.428 -1.515
O: -0.315 -0.295 -1.371
C: 0.642 -1.314 -1.058
H: 4.047 3.078 -1.449
Ca: -6.129 2.736 4.282
H: -2.474 -0.616 -0.889
H: 2.435 4.877 1.762
C: 1.082 -9.231 2.195
C: -0.216 7.166 0.563
H: -3.137 -2.200 -0.552
H: 1.517 -1.282 -1.703
H: 0.053 -2.917 -5.457
H: 0.532 8.722 -1.576
C: -0.238 2.139 0.765
H: 4.047 3.275 1.400
H: -3.136 -2.793 -2.948
H: -0.767 -9.744 3.209
H: 3.345 -1.498 1.024
H: -0.011 -2.685 -3.724
C: -3.668 -0.663 -4.238
O: 2.114 6.814 0.587
O: -2.200 0.110 3.552
O: -0.532 -3.444 2.524
H: -2.251 -2.597 -5.101
C: -1.622 -1.735 -4.876
S: -2.223 2.906 4.289
H: 0.891 6.368 -1.087
H: 1.467 9.245 -0.172
H: -1.672 -1.053 -5.722
H: -0.013 1.321 -2.547
H: 2.233 3.545 0.195
O: 1.627 -4.286 3.475
O: 0.661 -2.140 4.283
C: 2.192 2.562 0.665
O: 0.956 -6.027 2.673
H: -0.208 -5.077 1.077
C: 4.129 -0.792 1.237
O: -1.424 2.753 1.258
H: 0.954 -1.191 -0.023
H: -3.378 2.416 0.951
C: 1.778 4.510 2.566
K: -6.100 -1.363 -3.503
S: 0.364 -6.899 1.737
C: 3.998 0.310 0.231
C: -1.651 0.278 -3.330
H: -1.145 -3.930 0.363
H: 1.387 5.406 3.035
C: -0.282 0.264 -2.672
H: 5.061 -1.308 1.016
H: -1.520 -2.463 -2.363
H: 2.396 3.964 3.372
O: 4.119 3.954 -1.854
H: -1.602 0.856 -4.254
H: -0.111 2.555 -0.238
H: -0.448 6.210 1.033
H: -0.157 7.925 1.344
C: 3.558 2.317 1.295
H: -1.059 7.428 -0.091
H: -4.179 -1.585 -4.532
H: 0.164 -2.306 -1.142
H: 1.583 -9.128 3.159
H: -1.770 -0.324 2.812
H: -4.218 -0.144 -3.449
O: -0.190 -6.439 0.512
O: 0.660 3.796 2.083
H: -2.351 0.778 -2.664
O: -0.634 -4.770 0.230
H: -0.922 -9.549 1.449
C: 1.363 8.453 -0.913
F: 3.219 3.243 4.449
C: -2.482 -2.001 -2.570
P: 0.832 -3.018 3.060

Atomic partial charges in e from the Mulliken method, atoms 1 to 4: number 1, O, carries -0.337; number 2, H, carries 0.354; number 3, O, carries -0.464; number 4, C, carries 1.925


No. 5
The following is a quantum chemistry calculation of a cluster of 10 separate species, C44H52FN11OS in total at a distorted geometry, from the Open Molecules 2025 dataset.

* E: -2882.927259 a.u.
* LUMO: -2.47 eV
* net charge: 0
* SMILES: CCOc1cc2nsnc2cc1F.c1cc[nH]c1.c1cc[nH]c1.c1cc[nH]c1.c1cc[nH]c1.c1cc[nH]c1.c1cc[nH]c1.c1cc[nH]c1.c1cc[nH]c1.c1cc[nH]c1

CARTESIAN COORDINATES (ANGSTROEM)
H: 2.907 -0.580 -3.586
H: 2.005 3.085 1.450
C: -1.816 -0.663 2.465
N: -3.702 3.317 9.842
N: 1.543 4.954 2.378
H: 8.619 -5.983 -5.463
C: 8.831 -2.938 -4.334
H: -6.797 1.395 -2.540
H: -5.558 1.460 11.789
C: -4.830 4.090 9.936
N: 8.157 -4.114 -4.536
C: -3.390 -0.784 8.103
C: -5.126 2.218 11.149
N: -7.920 -0.231 -1.727
H: -5.929 -1.032 0.920
C: 5.411 -2.202 -2.434
H: -3.533 2.898 -3.626
H: 4.565 -2.224 -4.511
C: -3.277 -1.273 5.924
N: 8.528 -7.178 -8.337
C: -3.222 4.876 -2.618
N: -3.724 3.021 -1.501
H: -2.872 3.554 9.315
H: -6.066 -3.225 -0.139
H: -3.952 2.056 -1.297
H: -4.479 -2.705 -1.110
C: 7.689 -8.023 -7.658
C: -4.854 -1.544 0.834
H: -6.113 -0.429 -4.443
H: -3.135 6.153 -0.780
H: -3.534 -0.986 9.156
H: 0.596 4.762 2.679
C: -4.265 0.906 2.524
H: 1.748 6.954 3.102
C: -3.876 2.171 10.574
C: -3.498 2.347 2.698
H: 8.363 -2.114 -3.811
H: -4.895 5.040 9.422
C: 10.169 -4.362 -5.448
N: -3.512 -1.784 7.174
C: 4.578 -1.885 -3.483
H: 4.237 6.767 2.013
C: -3.602 4.021 -0.572
C: -3.489 3.532 -2.751
C: -7.087 0.358 -2.642
H: 7.349 -7.781 -6.660
H: 10.851 -2.301 -4.900
C: -5.730 3.433 10.744
N: -1.377 3.617 2.902
C: 2.194 3.546 -2.539
C: -3.081 0.380 7.437
C: 3.554 4.706 1.465
N: 3.649 -0.985 -3.030
H: 9.447 -7.185 -10.266
C: 2.216 6.130 2.580
H: 0.731 0.626 -3.108
N: -4.141 3.735 2.791
H: 0.198 0.767 2.677
C: -6.759 -0.587 -3.589
C: -1.863 2.182 2.743
C: 3.886 -0.717 -1.707
H: 5.404 -1.473 -0.317
H: -8.316 0.227 -0.916
S: -2.711 4.787 2.941
H: 6.803 -9.951 -8.212
O: -4.276 -1.754 2.203
C: -3.456 -0.523 2.396
F: -1.158 -1.996 2.376
C: 10.083 -3.063 -4.893
C: -3.010 0.071 6.058
N: 0.269 2.495 -2.181
C: 2.280 2.247 -3.094
H: 8.156 -9.567 -10.535
C: 4.973 -1.463 -1.309
H: -3.740 -2.749 7.378
C: -7.424 -1.786 -3.236
H: 3.261 -0.022 -1.163
H: 8.888 -6.301 -7.982
H: -2.923 1.348 7.895
C: 8.967 -4.990 -5.210
H: -4.290 -3.793 0.462
H: -7.388 -2.729 -3.766
H: -8.775 -2.175 -1.489
H: 6.245 -2.891 -2.474
H: -0.678 2.303 -1.879
H: -3.321 -1.908 5.049
C: -8.136 -1.537 -2.084
C: 2.353 4.078 1.703
C: 1.079 1.619 -2.855
H: -6.716 3.789 11.013
C: 0.942 3.671 -1.979
H: 4.402 4.275 0.948
H: -4.171 -0.766 0.240
H: -2.787 0.755 5.249
H: -3.096 1.423 10.624
H: 11.017 -4.793 -5.965
C: -0.974 0.770 2.646
H: -5.441 0.889 2.493
C: 8.802 -7.706 -9.571
H: 0.474 4.495 -1.457
H: 7.211 -4.306 -4.234
C: -3.293 5.185 -1.238
H: -2.998 5.560 -3.426
H: 2.963 4.308 -2.546
C: 3.468 6.005 2.020
C: -4.930 -2.925 -0.049
C: 8.137 -8.907 -9.677
H: 3.128 1.816 -3.610
H: -3.746 3.819 0.481
C: 7.432 -9.107 -8.467

Atomic partial charges in e from the Mulliken method, atoms 1 to 4: number 1, H, carries 0.188; number 2, H, carries 0.421; number 3, C, carries 0.299; number 4, N, carries -0.016


No. 6
The following is a quantum chemistry calculation of a structure of composition C19H16CrF6N12O8S2 at a distorted geometry, from the Open Molecules 2025 dataset.

* energy relative to the best compared isomer or geometry (same formula, charge and spin): 64.1 kJ/mol
* multiplicity: 2
* E: -4432.406843 a.u.
* LUMO (alpha / beta): -4.79 / -4.23 eV
* net charge: +1
* ⟨S²⟩: 0.78

CARTESIAN COORDINATES (ANGSTROEM)
F: -1.556 0.092 -5.294
O: -0.018 -2.855 -4.086
C: -0.478 -0.313 -4.637
F: 2.175 -3.884 -2.502
N: 0.229 1.628 -0.323
C: 0.282 3.924 -1.938
F: 2.167 -3.563 -0.386
C: 1.332 3.618 -1.121
O: 3.367 2.850 0.691
C: 0.147 2.660 2.973
C: -0.845 1.912 -1.137
C: 2.612 -2.470 2.446
C: -2.207 0.271 2.035
H: 3.360 -4.266 3.063
N: -0.209 1.567 2.337
N: 3.587 -2.357 1.544
C: -3.038 2.529 -2.797
H: -3.895 0.708 -2.025
N: 0.928 -1.507 3.741
N: -0.957 3.199 3.496
O: 2.192 1.033 1.256
N: 2.638 -3.576 3.187
H: -1.051 4.056 4.018
C: -3.533 -0.073 2.243
H: -3.549 -3.065 1.007
H: -1.920 4.237 -3.413
N: 3.698 -1.338 0.625
C: -1.986 1.084 -1.179
H: 1.149 3.044 3.073
O: 1.156 -2.244 4.693
S: -0.903 -1.836 -3.611
H: 2.070 -3.604 4.017
C: 1.433 -3.442 -1.522
O: 0.936 -1.352 -0.158
H: -1.986 0.170 -0.622
H: 2.219 4.229 -1.044
O: -2.314 -1.971 -3.707
S: 0.958 -1.610 -1.620
N: 1.650 -1.507 2.597
C: -1.565 1.477 2.519
F: 0.485 -0.594 -5.495
N: -2.046 2.470 3.216
F: -0.066 0.682 -3.842
C: 2.402 2.131 0.596
H: 4.310 -0.605 0.954
H: -4.216 0.613 2.730
H: -3.886 2.744 -3.434
N: -4.008 -1.250 1.862
C: -3.163 -2.094 1.288
C: 1.259 2.463 -0.341
O: 0.048 -0.652 3.788
C: -1.837 -1.758 1.049
N: -0.515 -1.415 -2.094
H: 3.970 -1.686 -0.282
Cr: 0.545 0.111 1.168
H: 0.294 4.811 -2.559
H: -1.160 -2.421 0.530
H: 4.191 -3.158 1.445
N: -1.359 -0.567 1.406
C: -3.047 1.379 -1.988
F: 0.336 -4.171 -1.364
C: -1.953 3.355 -2.787
C: -0.840 3.075 -1.962
O: 1.984 -0.918 -2.325

Atomic partial charges in e from the Mulliken method, atoms 1 to 4: number 1, F, carries -0.232; number 2, O, carries -0.651; number 3, C, carries 0.662; number 4, F, carries -0.190